<one>
DFT (ωB97M-V/def2-TZVPD) results for a 2-piece molecular cluster, C7H12 overall.

The charge is 0. As for the structure (SMILES): C=CCC1C=C1.C. The calculation puts the HOMO-LUMO gap at 10.633 eV.

```
19
Properties=species:S:1:pos:R:3:mulliken_charge:R:1
H 2.00282 -1.10609 -0.75489 0.20
H -0.33635 -1.53710 -0.17847 0.25
H -1.79825 -1.60157 0.80345 0.30
H 1.53310 0.52345 -1.29588 0.19
C -0.23506 -0.43629 1.69299 -0.43
C -0.57904 0.86142 2.36421 -0.56
H -1.74058 1.45291 -2.00875 0.24
C -1.58353 0.21161 -0.31792 -0.20
C 0.53710 0.85213 1.71102 -0.21
H -0.67043 -0.04474 -2.21775 0.27
C 2.14969 -0.34823 -1.52875 -0.99
H -1.30702 1.39899 2.95294 0.38
H -2.25263 0.85427 0.25552 0.28
C -0.99662 -0.93149 0.45710 -0.27
H 1.42179 1.37972 1.38676 0.39
H 3.20342 -0.06231 -1.56692 0.33
C -1.31911 0.54871 -1.57650 -0.84
H 0.12159 -1.26098 2.32021 0.38
H 1.84911 -0.75439 -2.49833 0.27
```

***

<two>
DFT (ωB97M-V/def2-TZVPD) results for one molecule with the formula C7H12.

The charge is 0. As for the structure (SMILES): CC1CC2(CC2)C1. The calculation puts the HOMO-LUMO gap at 10.942 eV.

```
19
Properties=species:S:1:pos:R:3:mulliken_charge:R:1
H -1.47614 -0.02534 1.08272 0.33
H 0.44660 2.15022 0.20007 0.42
C -0.22573 -0.47580 -0.68856 0.91
C 0.69119 1.18083 2.11618 -1.53
H 0.99068 0.19087 2.48372 0.34
C 0.37319 1.14087 0.62236 0.61
H 1.75196 0.49568 -1.05861 0.29
H 1.72861 -0.61527 0.33451 0.28
C 1.12776 0.09103 -0.25244 -1.09
H -1.51536 -2.27954 -0.56729 0.24
H -1.62698 -0.53714 -2.40827 0.24
H 1.49888 1.88205 2.35698 0.36
C -0.57981 -1.90031 -0.97489 -0.78
H -1.70152 1.13706 -0.25088 0.30
H 0.22293 -2.63448 -1.00601 0.24
C -0.97907 0.47331 0.23979 -1.02
C -0.64612 -0.86590 -2.06948 -0.76
H -0.19276 1.48817 2.68932 0.35
H 0.11167 -0.89631 -2.84921 0.26
```

***

<two> wins, 1.933 eV ahead of the next structure.

***

<one>
DFT (ωB97M-V/def2-TZVPD) results for a 2-piece molecular cluster, C7H12 overall.

The charge is 0. As for the structure (SMILES): C=CCC1C=C1.C. The calculation puts the HOMO-LUMO gap at 10.187 eV.

```
19
Properties=species:S:1:pos:R:3:mulliken_charge:R:1
H -0.33132 -0.69182 -3.05263 0.30
H -1.47556 -0.22287 -1.76500 0.26
H -1.59203 -0.65555 0.22330 0.17
H 0.42582 2.60694 -0.02895 0.22
C -0.94740 -0.42301 1.07685 -0.54
C 1.60808 -0.54256 1.30985 -0.32
H -1.00492 1.75356 -0.80333 0.36
H 0.27606 -0.09371 -1.48568 0.11
C -0.33476 1.83164 0.03747 -0.59
H 2.04804 -1.62171 -0.60652 0.45
C 1.49112 -1.20543 0.21130 -0.67
H -0.55248 1.02678 -2.62176 0.31
C -0.51566 0.00366 -2.23744 -0.98
H 0.22385 -2.23879 1.70758 0.44
C -0.39841 0.98313 1.05855 -0.50
H 2.19127 0.06933 1.97101 0.44
C 0.32555 -1.30048 1.15398 -0.22
H -1.53063 -0.61121 1.98686 0.37
H 0.16000 1.22905 1.95823 0.41
```

***

<two>
DFT (ωB97M-V/def2-TZVPD) results for a 2-piece molecular cluster, C7H12 overall.

The charge is 0. The calculation puts the HOMO-LUMO gap at 8.955 eV.

```
19
Properties=species:S:1:pos:R:3:mulliken_charge:R:1
C 2.42090 1.92921 -1.30760 -0.89
H -1.72002 -2.63039 0.18879 0.24
H -0.96812 -2.39231 1.84119 0.24
C 0.47910 0.03757 1.03986 -0.46
H 1.41186 2.06179 -0.90187 0.36
C -2.17107 -0.65337 1.12408 -0.87
H -2.26407 -0.23081 2.12054 0.23
C -0.42826 -0.24671 -0.95040 -0.48
H 0.30077 -0.98605 -1.30885 0.25
C -0.03750 0.87476 -0.06620 -0.72
C -0.81392 -0.62982 0.50222 0.75
H -3.01690 -0.47011 0.46754 0.23
H 2.49790 2.48989 -2.24190 0.32
H 2.61117 0.86864 -1.49801 0.20
H 0.49353 0.49800 2.03017 0.27
C -1.41001 -1.93284 0.96167 -0.46
H -1.20239 -0.03339 -1.69080 0.27
H 1.30511 -0.67194 0.89549 0.24
H 3.14653 2.30706 -0.58334 0.27
```

***

<three>
DFT (ωB97M-V/def2-TZVPD) results for one molecule with the formula C7H12.

The charge is 0. As for the structure (SMILES): CC1C[C@@H]2C[C@H]2C1. The calculation puts the HOMO-LUMO gap at 9.443 eV.

```
19
Properties=species:S:1:pos:R:3:mulliken_charge:R:1
H -3.36163 0.32046 0.33708 0.21
H -0.84962 0.44327 -1.24503 0.11
H 0.59352 1.99198 -0.32058 0.34
H 0.37339 -2.11686 0.68232 0.40
H 2.85096 -0.89673 -0.20548 0.33
C 0.08880 1.33727 0.35853 -0.93
H 1.38413 -0.04635 1.56004 0.24
H 1.91317 -0.01985 -1.45533 0.39
C 2.19786 0.00945 -0.42573 -1.62
H 2.76889 0.90064 -0.24772 0.45
H -1.33696 -0.47524 1.53371 0.13
C 0.07003 -1.29150 0.06163 -1.08
C -2.46708 -0.04019 -0.29268 -0.54
C -1.32034 -0.69666 0.42367 0.12
H 0.26582 -1.68044 -0.96628 0.29
H -2.86997 -0.12339 -1.32409 0.24
C -1.15609 0.72446 -0.27983 -0.04
C 0.98678 -0.07541 0.47800 0.63
H -0.13166 1.73512 1.32778 0.35
```

***

<four>
DFT (ωB97M-V/def2-TZVPD) results for one molecule with the formula C7H12.

The charge is 0. As for the structure (SMILES): C=C(C)C(=C)CC. The calculation puts the HOMO-LUMO gap at 9.845 eV.

```
19
Properties=species:S:1:pos:R:3:mulliken_charge:R:1
C -1.43956 2.02421 -0.91063 -1.00
H -1.41369 1.12200 1.07191 0.31
H 1.92273 -2.51902 0.86264 0.35
C -0.76072 1.17577 0.19518 -0.51
H -0.62398 2.48694 -1.47571 0.26
C 2.07950 0.05193 0.32096 -1.01
C 0.97207 -2.03570 1.11029 -1.20
H -1.99435 2.85745 -0.50433 0.34
H 0.99762 -1.83993 2.17992 0.28
H 0.09739 1.76126 0.52467 0.32
H 2.14425 1.05427 -0.07696 0.34
H 2.99498 -0.28710 0.79802 0.29
H -2.02332 1.40817 -1.58438 0.27
C -1.03569 -0.97052 -0.99176 -1.02
C -0.29790 -0.21922 -0.17697 0.71
H -1.99090 -0.66117 -1.38484 0.24
H 0.19829 -2.71644 0.77776 0.37
C 0.96725 -0.67627 0.41033 0.38
H -0.79398 -2.01666 -1.14608 0.29
```

***

<four> wins, 2.413 eV ahead of the next structure.

***

<one>
DFT (ωB97M-V/def2-TZVPD) results for one molecule with the formula C7H12.

The charge is 0. As for the structure (SMILES): C[C@H]1[C@H]2CCC[C@@H]12. The calculation puts the HOMO-LUMO gap at 10.465 eV.

```
19
Properties=species:S:1:pos:R:3:mulliken_charge:R:1
C 1.39922 0.88586 0.55219 -0.57
H 1.76068 0.69954 -1.52060 0.24
H -1.90925 -0.97570 -1.15828 0.40
C 1.01842 -0.60830 0.73459 -0.91
H 1.90496 -1.24425 0.78989 0.34
H -2.92542 0.28646 0.69804 0.37
C -2.02508 -0.31149 0.87483 -1.43
H 0.93503 2.22593 -1.17750 0.43
H -0.41522 0.21861 -2.26479 0.36
C 0.98910 1.17327 -0.88851 -0.68
H 0.47176 -0.75977 1.67268 0.28
C 0.16406 -1.00294 -0.48026 -0.03
C -0.19415 0.27038 -1.20099 -0.34
H -1.45858 0.16481 1.67881 0.31
C -1.25306 -0.51706 -0.41664 -0.09
H -2.36278 -1.29074 1.24632 0.33
H 2.47252 1.05184 0.69672 0.33
H 0.87519 1.53962 1.25872 0.26
H 0.55258 -1.80608 -1.09523 0.40
```

***

<two>
DFT (ωB97M-V/def2-TZVPD) results for a 3-piece molecular cluster, C7H12 overall.

The charge is 0. The calculation puts the HOMO-LUMO gap at 8.539 eV.

```
19
Properties=species:S:1:pos:R:3:mulliken_charge:R:1
H -1.87045 -1.92433 0.32801 0.30
H 1.80748 -0.17383 1.17001 0.31
H -1.87337 0.20110 1.34404 0.37
C -0.91726 -1.40671 0.19352 -0.23
H -0.12739 -2.10529 0.50977 0.26
H 1.23085 1.96081 -0.98284 0.42
H -2.15475 0.08839 -1.20218 0.16
C -0.50321 0.97347 -0.15285 0.34
H -1.87623 0.93709 -0.77850 -0.09
C 0.91577 1.17035 -0.30128 -0.01
H -0.85916 -1.63811 -2.07689 0.34
C 0.03541 0.22636 -1.34233 -0.27
C -0.89075 -0.05332 0.94052 -1.10
H 2.19882 1.54465 1.37559 0.33
C -0.70991 -0.96355 -1.23775 -0.74
H 0.05505 0.71191 -2.31239 0.26
H 2.95454 0.61317 0.07500 0.38
C 2.02504 0.75364 0.63595 -1.39
H -0.19414 -0.05383 1.78374 0.35
```

***

<three>
DFT (ωB97M-V/def2-TZVPD) results for one molecule with the formula C7H12.

The charge is 0. As for the structure (SMILES): C[C@H]1[C@H]2CCC[C@@H]12. The calculation puts the HOMO-LUMO gap at 10.687 eV.

```
19
Properties=species:S:1:pos:R:3:mulliken_charge:R:1
H 0.56551 -0.75122 1.72221 0.32
H -1.89899 -0.91673 -1.19048 0.37
H 2.50443 1.04305 0.67422 0.32
C 0.12230 -1.01075 -0.43296 -0.05
H 0.35788 -1.95224 -0.91902 0.36
C 1.03377 -0.60000 0.74216 -0.89
C -1.26686 -0.45635 -0.42766 -0.07
H 0.91664 2.22979 -1.15127 0.41
H -2.97361 0.30652 0.70668 0.37
C 1.42606 0.88861 0.54602 -0.58
C 1.01400 1.16955 -0.89384 -0.69
H -1.49380 0.12733 1.67974 0.30
C -2.06665 -0.28985 0.84880 -1.36
C -0.15224 0.25020 -1.21761 -0.34
H 1.93065 -1.22360 0.71909 0.35
H -0.34951 0.21020 -2.28725 0.36
H 1.79471 0.71095 -1.53180 0.25
H 0.93096 1.56045 1.25794 0.26
H -2.39526 -1.29594 1.15505 0.32
```

***

<four>
DFT (ωB97M-V/def2-TZVPD) results for a 2-piece molecular cluster, C7H12 overall.

The charge is 0. As for the structure (SMILES): CC1=CC1.C=CC. The calculation puts the HOMO-LUMO gap at 9.967 eV.

```
19
Properties=species:S:1:pos:R:3:mulliken_charge:R:1
C 1.22614 0.70758 1.27688 0.12
H 1.37554 -0.15734 3.23189 0.32
H -1.18643 1.53753 -0.03816 0.25
H -2.68436 0.75485 -0.57520 0.39
H -1.79077 0.08339 0.79975 0.21
H -0.82232 0.15717 -3.34549 0.23
C 0.60281 0.07518 2.48968 -1.13
C -1.68312 0.57402 -0.17251 -1.09
H 1.36592 1.78845 1.30385 0.34
H 0.79326 -0.08426 -2.53311 0.13
H -1.06059 -2.48101 -1.76549 0.37
H 2.11540 0.51883 -0.63146 0.30
C -0.84029 -1.42635 -1.73395 -0.43
H 1.49436 -1.04717 0.13475 0.26
C 1.63519 0.02885 0.21022 -0.85
C -0.28786 -0.24724 -2.47951 -0.52
H 0.09704 -0.86257 2.23396 0.30
C -0.98918 -0.27971 -1.15599 0.49
H -0.12185 0.73932 2.97272 0.31
```

***

<three> wins, 0.117 eV ahead of the next structure.

***

<one>
DFT (ωB97M-V/def2-TZVPD) results for one molecule with the formula C7H12.

The charge is 0. As for the structure (SMILES): CC#CCCCC. The calculation puts the HOMO-LUMO gap at 10.420 eV.

```
19
Properties=species:S:1:pos:R:3:mulliken_charge:R:1
C 2.93020 -0.19120 -1.49531 -1.26
C -0.81134 -0.62234 -0.43272 -0.91
C -1.59488 -0.10438 0.69715 -0.27
C -3.03546 1.10767 2.59100 -1.30
H -1.14277 -0.09675 -1.33894 0.29
H 3.13349 0.76572 -0.99945 0.32
H -2.40726 1.50788 3.39326 0.30
H -1.03293 -1.68445 -0.60029 0.33
H 3.41081 -0.16711 -2.47925 0.35
H 0.98756 0.34588 -2.26034 0.31
C 1.42817 -0.43156 -1.62016 -0.34
H 0.88289 0.54613 0.22220 0.36
H -3.78082 0.44769 3.04584 0.30
H 1.24551 -1.38817 -2.12960 0.29
H 1.11687 -1.18812 0.38854 0.31
H 3.41156 -0.98042 -0.90601 0.32
C 0.70476 -0.41574 -0.27419 -0.59
C -2.23431 0.41272 1.58001 0.93
H -3.56723 1.94778 2.13179 0.28
```

***

<two>
DFT (ωB97M-V/def2-TZVPD) results for a 3-piece molecular cluster, C7H12 overall.

The charge is 0. The calculation puts the HOMO-LUMO gap at 8.993 eV.

```
19
Properties=species:S:1:pos:R:3:mulliken_charge:R:1
H -0.33943 3.23801 0.12054 0.39
H -2.04359 1.38968 -1.11879 0.40
H 0.21163 -3.04265 -1.05274 0.33
C 0.72196 -2.28011 -0.42815 -1.29
H -1.63143 -1.11609 -1.75434 0.36
H 1.28896 -2.76247 0.36994 0.40
H 0.82532 -0.28898 1.75720 0.38
H 1.86957 -1.14251 -0.74229 0.21
H -1.18887 1.30538 1.44618 0.29
H 0.95126 2.19828 -0.53880 0.37
H 1.76473 -0.29141 -0.19761 0.02
C -0.52516 1.11216 0.57835 0.62
C -1.37170 0.69568 -0.60812 -0.67
H -0.71801 -2.01902 0.73474 0.19
H 0.92870 2.59585 1.19031 0.34
C -1.17575 -0.58466 -0.92198 -0.56
C 0.36654 -0.12366 0.78240 -1.25
C 0.29902 2.37092 0.32267 -1.47
C -0.23375 -1.25440 0.06050 0.93
```

***

<three>
DFT (ωB97M-V/def2-TZVPD) results for a 2-piece molecular cluster, C7H12 overall.

The charge is 0. The calculation puts the HOMO-LUMO gap at 8.971 eV.

```
19
Properties=species:S:1:pos:R:3:mulliken_charge:R:1
H -1.40486 -2.77577 -0.21000 0.23
H 0.64067 -1.30296 -1.54875 0.27
H 1.70918 2.41716 -0.94518 0.19
C -0.16552 -2.09857 1.51463 -0.46
C -0.33436 -0.98552 0.51671 0.75
C -1.35984 -2.06709 0.61215 -0.87
H 0.39284 0.84598 1.38417 0.24
H 1.59900 -0.44313 -0.26180 0.24
C 0.60191 -0.65181 -0.67276 -0.48
H 1.24213 3.05948 -2.54590 0.32
C 0.88802 2.83053 -1.53837 -0.89
C -0.47726 0.36198 -0.64373 -0.72
H -1.42341 0.90362 1.26676 0.27
H -2.32246 -1.79646 1.03691 0.23
H 0.07349 2.10087 -1.60993 0.36
H 0.62235 -2.81910 1.31473 0.24
H -0.29515 -1.84082 2.56179 0.24
H 0.51130 3.73720 -1.05928 0.27
C -0.49802 0.52441 0.82785 -0.46
```

***

<four>
DFT (ωB97M-V/def2-TZVPD) results for one molecule with the formula C7H12.

The charge is 0. As for the structure (SMILES): C=C(C)C/C=C/C. The calculation puts the HOMO-LUMO gap at 9.932 eV.

```
19
Properties=species:S:1:pos:R:3:mulliken_charge:R:1
C -1.59913 1.41623 0.21014 -1.37
C -0.19489 2.66482 -1.35164 -1.13
H -1.47893 1.59479 1.22839 0.38
H 1.09167 0.25373 -1.60670 0.29
H 0.00892 -0.40198 1.38050 0.44
H 1.32406 -2.26238 -0.75279 0.29
H 0.92223 -3.91120 0.65486 0.41
H -0.90113 3.47448 -1.33912 0.30
C 0.80886 -1.81555 0.09160 -0.19
H -2.26418 0.54186 0.00706 0.34
C 0.79522 0.58556 -0.55181 -0.29
H 1.07047 -2.96288 2.00579 0.37
H 0.63110 2.80277 -2.02478 0.29
C -0.34544 1.56458 -0.61894 0.85
C 0.67078 -2.97966 1.02228 -1.40
H 1.73127 0.95566 0.00668 0.18
H -0.33899 -3.15617 1.31823 0.35
H -2.35137 2.19610 -0.11737 0.35
C 0.41949 -0.56076 0.43762 -0.44
```

***

<one> wins, 1.071 eV ahead of the next structure.

***

<one>
DFT (ωB97M-V/def2-TZVPD) results for C4H6N2O2 as an isolated structure.

The charge is 0. The calculation puts the HOMO-LUMO gap at 8.964 eV.

```
14
Properties=species:S:1:pos:R:3:mulliken_charge:R:1
H 1.73131 -1.55768 1.61362 0.23
C 2.05334 -1.38205 0.22558 -0.51
O -1.32302 1.12660 0.46216 -0.32
O 0.90010 -0.30723 -0.35039 -0.22
H -1.03654 2.85843 -0.40120 0.29
C -0.31451 1.98223 -0.27231 -0.56
H 3.03687 -0.80601 0.18056 0.25
N -3.68160 -1.36571 -0.14938 -0.34
H 0.55908 2.17416 0.71997 0.19
C -2.68107 -0.90125 0.12187 0.14
C -1.42248 -0.18815 0.02469 0.73
H 2.25346 -2.55236 -0.34594 0.25
H 0.28718 1.68024 -1.21687 0.32
N -0.36213 -0.76123 -0.61236 -0.44
```

***

<two>
DFT (ωB97M-V/def2-TZVPD) results for one molecule with the formula C4H6N2O2.

The charge is 0. As for the structure (SMILES): CC(=O)/N=C/NC=O. The calculation puts the HOMO-LUMO gap at 9.691 eV.

```
14
Properties=species:S:1:pos:R:3:mulliken_charge:R:1
O -0.70156 2.03666 -0.20218 -0.50
C 0.37024 -0.06470 -0.92816 0.04
O 0.24379 -2.64854 0.06152 -0.52
H -1.40504 2.61112 1.69867 0.26
N 0.78323 -1.16705 -1.59807 0.02
H 1.73381 -3.12864 -1.45446 0.26
H 1.12747 -1.01377 -2.50669 0.25
N -0.46124 -0.21313 0.09035 -0.34
C -0.58097 1.18599 0.57229 0.61
C 0.99921 -2.27924 -0.95344 0.03
H -0.11611 1.32899 2.46573 0.26
H 0.73965 1.02968 -1.34329 0.21
H -1.74338 0.80104 2.19022 0.29
C -0.98910 1.52158 1.90749 -0.87
```

***

<two> wins, 5.338 eV ahead of the next structure.